No. 1
Computed, not measured: a cluster of 2 separate species, C5H8O2 in total in a non-equilibrium geometry, with the ωB97M-V functional and the def2-TZVPD basis.

Each atom is followed by the atoms it is bonded to, with distances in Å.
Element x y z (Å)
1 C -0.120 -0.001 -1.781  C2 1.500, H5 1.092, H6 1.096, H7 1.095
2 C -1.111 -0.767 -0.956  C1 1.500, C3 1.328, H8 1.091
3 C -1.727 -0.279 0.115  C2 1.328, O4 1.379, H9 1.085
4 O -1.496 0.992 0.597  C3 1.379, H10 0.964
5 H -0.605 0.385 -2.680  C1 1.092
6 H 0.300 0.850 -1.233  C1 1.096
7 H 0.705 -0.658 -2.075  C1 1.095
8 H -1.369 -1.781 -1.263  C2 1.091
9 H -2.471 -0.866 0.643  C3 1.085
10 H -2.066 1.149 1.359  O4 0.964
11 C 1.548 -0.105 1.341  C12 1.313, H14 1.091, H15 1.087
12 C 2.619 0.618 1.573  C11 1.313, O13 1.172
13 O 3.576 1.269 1.758  C12 1.172
14 H 0.575 0.382 1.264  C11 1.091
15 H 1.642 -1.188 1.338  C11 1.087

Spin multiplicity = 1
Orbital gap = 9.534 eV
SMILES string = C/C=C\O.C=C=O
Charge = 0
ΔE to the lowest compared entry with this formula, charge and spin = 46.2 kcal per mole
DFT total energy = -9407.830 eV

***

No. 2
Computed, not measured: an isolated molecule of C4H5NO2S in a non-equilibrium geometry, with the ωB97M-V functional and the def2-TZVPD basis.

Each atom is followed by the atoms it is bonded to, with distances in Å.
Element x y z (Å)
1 C -1.927 0.269 0.518  C2 1.460, H9 1.132, H10 1.252, H11 1.100
2 C -0.534 -0.159 0.433  C1 1.460, C3 1.341, C7 1.681
3 C 0.192 -1.036 1.143  C2 1.341, S4 1.684, H12 1.039
4 S 1.805 -1.253 0.711  C3 1.684, N5 1.744
5 N 1.673 -0.093 -0.584  S4 1.744, O6 1.373, C7 1.381
6 O 2.803 0.270 -1.275  N5 1.373, H13 0.977
7 C 0.485 0.606 -0.663  C2 1.681, N5 1.381, O8 1.189
8 O 0.099 1.364 -1.493  C7 1.189
9 H -2.641 -0.602 0.625  C1 1.132
10 H -2.195 0.943 -0.503  C1 1.252
11 H -2.158 0.890 1.396  C1 1.100
12 H -0.109 -1.723 1.862  C3 1.039
13 H 2.506 0.526 -2.170  O6 0.977

Spin multiplicity = 1
Orbital gap = 9.041 eV
SMILES string = Cc1csn(O)c1=O
Charge = 0
ΔE to the lowest compared entry with this formula, charge and spin = 90.9 kcal per mole
DFT total energy = -20646.237 eV

***

No. 3
Computed, not measured: an isolated molecule of C2H5NO2S in a non-equilibrium geometry, with the ωB97M-V functional and the def2-TZVPD basis.

Each atom is followed by the atoms it is bonded to, with distances in Å.
Element x y z (Å)
1 C -0.280 0.827 0.598  C2 1.539, O4 1.383, S6 1.914
2 C -1.263 -0.340 0.799  C1 1.539, H7 1.079, H8 1.105, H9 1.117
3 N 0.972 -0.103 -1.496  S6 1.774, H10 0.941, H11 0.988
4 O -0.644 2.161 0.587  C1 1.383
5 O 1.601 -1.018 0.785  S6 1.476
6 S 1.505 0.309 0.145  C1 1.914, N3 1.774, O5 1.476
7 H -1.295 -0.798 1.775  C2 1.079
8 H -2.189 0.239 0.630  C2 1.105
9 H -1.052 -1.037 -0.048  C2 1.117
10 H 1.535 -0.849 -1.607  N3 0.941
11 H 1.108 0.609 -2.167  N3 0.988

Spin multiplicity = 1
Orbital gap = 9.214 eV
Charge = 0
ΔE to the lowest compared entry with this formula, charge and spin = 67.5 kcal per mole
DFT total energy = -18572.643 eV

***

No. 4
Computed, not measured: a cluster of 5 separate species, C29H72ClN4O6 in total in a non-equilibrium geometry, with the ωB97M-V functional and the def2-TZVPD basis.

Each atom is followed by the atoms it is bonded to, with distances in Å.
Element x y z (Å)
1 C -0.072 -22.093 7.799  O2 1.419, H12 1.090, H13 1.090, H14 1.090
2 O 0.580 -21.663 6.614  C1 1.419, C3 1.406
3 C 1.910 -21.246 6.802  O2 1.406, C4 1.592, H15 1.090, H16 1.090
4 C 2.446 -21.102 5.310  C3 1.592, N5 1.542, H17 1.090, H18 1.090
5 N 1.587 -20.085 4.533  C4 1.542, H6 1.010, H7 1.010, C8 1.576
6 H 0.599 -20.240 4.675  N5 1.010
7 H 1.807 -19.139 4.813  N5 1.010
8 C 1.730 -20.072 2.964  N5 1.576, C9 1.531, H19 1.090, H20 1.090
9 C 1.405 -21.428 2.332  C8 1.531, O10 1.372, H21 1.090, H22 1.090
10 O 0.241 -21.988 2.796  C9 1.372, C11 1.384
11 C -0.958 -21.444 2.373  O10 1.384, H23 1.090, H24 1.090, H25 1.090
12 H 0.064 -23.175 7.817  C1 1.090
13 H -1.151 -22.030 7.656  C1 1.090
14 H 0.255 -21.539 8.678  C1 1.090
15 H 2.590 -21.875 7.377  C3 1.090
16 H 1.977 -20.272 7.286  C3 1.090
17 H 2.292 -22.068 4.829  C4 1.090
18 H 3.488 -20.785 5.260  C4 1.090
19 H 2.757 -19.779 2.744  C8 1.090
20 H 1.125 -19.203 2.707  C8 1.090
21 H 2.244 -22.123 2.368  C9 1.090
22 H 1.463 -21.204 1.267  C9 1.090
23 H -1.841 -22.021 2.645  C11 1.090
24 H -0.973 -21.406 1.283  C11 1.090
25 H -1.220 -20.449 2.733  C11 1.090
26 C 10.553 -23.948 4.102  O27 1.399, H37 1.090, H38 1.090, H39 1.090
27 O 9.612 -24.614 4.896  C26 1.399, C28 1.416
28 C 8.812 -23.790 5.724  O27 1.416, C29 1.562, H40 1.090, H41 1.090
29 C 7.741 -23.190 4.757  C28 1.562, N30 1.531, H42 1.090, H43 1.090
30 N 7.149 -24.253 3.827  C29 1.531, H31 1.010, H32 1.010, C33 1.542
31 H 6.564 -23.794 3.144  N30 1.010
32 H 7.954 -24.704 3.415  N30 1.010
33 C 6.273 -25.326 4.503  N30 1.542, C34 1.499, H44 1.090, H45 1.090
34 C 5.756 -26.193 3.395  C33 1.499, O35 1.420, H46 1.090, H47 1.090
35 O 6.828 -26.929 2.824  C34 1.420, C36 1.419
36 C 6.336 -28.184 2.379  O35 1.419, H48 1.090, H49 1.090, H50 1.090
37 H 10.076 -23.358 3.319  C26 1.090
38 H 11.164 -24.713 3.622  C26 1.090
39 H 11.227 -23.408 4.766  C26 1.090
40 H 9.445 -23.034 6.188  C28 1.090
41 H 8.274 -24.311 6.516  C28 1.090
42 H 8.105 -22.383 4.121  C29 1.090
43 H 6.968 -22.597 5.244  C29 1.090
44 H 5.444 -24.849 5.027  C33 1.090
45 H 6.925 -25.757 5.262  C33 1.090
46 H 5.237 -25.528 2.704  C34 1.090
47 H 4.978 -26.823 3.824  C34 1.090
48 H 7.149 -28.766 1.946  C36 1.090
49 H 5.629 -28.098 1.553  C36 1.090
50 H 5.940 -28.832 3.161  C36 1.090
51 C 6.827 -15.471 0.142  O52 1.464, H62 1.090, H63 1.090, H64 1.090
52 O 6.497 -16.759 0.755  C51 1.464, C53 1.466
53 C 5.399 -16.579 1.709  O52 1.466, C54 1.522, H65 1.090, H66 1.090
54 C 5.032 -18.014 2.058  C53 1.522, N55 1.538, H67 1.090, H68 1.090
55 N 6.225 -18.884 2.489  C54 1.538, H56 1.010, H57 1.010, C58 1.538
56 H 5.915 -19.839 2.383  N55 1.010
57 H 6.968 -18.900 1.805  N55 1.010
58 C 6.681 -18.399 3.875  N55 1.538, C59 1.560, H69 1.090, H70 1.090
59 C 7.917 -19.231 4.338  C58 1.560, O60 1.401, H71 1.090, H72 1.090
60 O 8.696 -19.641 3.248  C59 1.401, C61 1.428
61 C 9.865 -20.387 3.587  O60 1.428, H73 1.090, H74 1.090, H75 1.090
62 H 7.738 -15.476 -0.456  C51 1.090
63 H 7.016 -14.933 1.071  C51 1.090
64 H 5.985 -15.111 -0.449  C51 1.090
65 H 4.522 -16.006 1.407  C53 1.090
66 H 5.866 -16.137 2.589  C53 1.090
67 H 4.609 -18.544 1.204  C54 1.090
68 H 4.250 -17.942 2.814  C54 1.090
69 H 5.806 -18.401 4.524  C58 1.090
70 H 6.899 -17.343 3.718  C58 1.090
71 H 7.541 -20.015 4.994  C59 1.090
72 H 8.553 -18.715 5.059  C59 1.090
73 H 10.055 -21.147 2.829  C61 1.090
74 H 9.809 -20.922 4.534  C61 1.090
75 H 10.672 -19.657 3.519  C61 1.090
76 C 4.489 -22.383 -4.937  C77 1.513, H88 1.090, H89 1.090, H90 1.090
77 C 3.172 -22.368 -4.193  C76 1.513, C78 1.521, H91 1.090, H92 1.090
78 C 2.991 -23.517 -3.213  C77 1.521, C79 1.454, H93 1.090, H94 1.090
79 C 3.929 -23.523 -2.102  C78 1.454, N80 1.524, H95 1.090, H96 1.090
80 N 3.825 -24.657 -1.089  C79 1.524, C81 1.544, C84 1.533, C85 1.577
81 C 3.350 -25.998 -1.690  N80 1.544, C82 1.548, H97 1.090, H98 1.090
82 C 1.808 -26.074 -1.573  C81 1.548, C83 1.511, H99 1.090, H100 1.090
83 C 1.436 -24.981 -0.598  C82 1.511, C84 1.546, H101 1.090, H102 1.090
84 C 2.745 -24.381 -0.037  N80 1.533, C83 1.546, H103 1.090, H104 1.090
85 C 5.262 -24.783 -0.452  N80 1.577, C86 1.546, H105 1.090, H106 1.090
86 C 6.358 -25.370 -1.370  C85 1.546, C87 1.585, H107 1.090, H108 1.090
87 C 7.722 -25.566 -0.589  C86 1.585, H109 1.090, H110 1.090, H111 1.090
88 H 5.375 -22.396 -4.302  C76 1.090
89 H 4.620 -21.390 -5.368  C76 1.090
90 H 4.586 -23.133 -5.722  C76 1.090
91 H 2.398 -22.372 -4.960  C77 1.090
92 H 3.027 -21.404 -3.706  C77 1.090
93 H 3.158 -24.404 -3.825  C78 1.090
94 H 1.949 -23.574 -2.898  C78 1.090
95 H 3.987 -22.619 -1.496  C79 1.090
96 H 4.863 -23.777 -2.602  C79 1.090
97 H 3.865 -26.829 -1.208  C81 1.090
98 H 3.639 -26.024 -2.740  C81 1.090
99 H 1.466 -27.025 -1.165  C82 1.090
100 H 1.425 -25.966 -2.588  C82 1.090
101 H 0.745 -25.308 0.179  C83 1.090
102 H 0.908 -24.198 -1.142  C83 1.090
103 H 3.050 -24.842 0.903  C84 1.090
104 H 2.691 -23.313 0.173  C84 1.090
105 H 5.106 -25.550 0.308  C85 1.090
106 H 5.501 -23.809 -0.026  C85 1.090
107 H 6.519 -24.602 -2.127  C86 1.090
108 H 6.145 -26.352 -1.792  C86 1.090
109 H 8.274 -26.428 -0.964  C87 1.090
110 H 7.545 -25.821 0.456  C87 1.090
111 H 8.366 -24.692 -0.695  C87 1.090
112 Cl 5.209 -22.078 2.165  no bonds

Spin multiplicity = 1
Orbital gap = 9.910 eV
Charge = +3
DFT total energy = -61981.213 eV

***

No. 5
Computed, not measured: a cluster of 2 separate species, C2H8NOS in total, with the ωB97M-V functional and the def2-TZVPD basis.

Each atom is followed by the atoms it is bonded to, with distances in Å.
Element x y z (Å)
1 S 1.290 1.943 -1.854  H2 1.346
2 H 1.923 1.873 -3.040  S1 1.346
3 C 0.637 -0.670 0.709  O4 1.401, C5 1.520, H7 1.095, H8 1.103
4 O 1.682 -0.663 -0.224  C3 1.401, H9 1.009
5 C -0.654 -0.019 0.241  C3 1.520, N6 1.480, H10 1.088, H11 1.089
6 N -1.798 -0.549 1.016  C5 1.480, H12 1.009, H13 1.010
7 H 0.424 -1.711 0.977  C3 1.095
8 H 0.948 -0.188 1.652  C3 1.103
9 H 1.729 0.203 -0.740  O4 1.009
10 H -0.602 1.060 0.378  C5 1.088
11 H -0.813 -0.160 -0.827  C5 1.089
12 H -2.274 -1.280 0.508  N6 1.009
13 H -2.492 0.160 1.203  N6 1.010

Spin multiplicity = 1
Orbital gap = 6.985 eV
Charge = -1
ΔE to the lowest compared entry with this formula, charge and spin = 7.7 kcal per mole
DFT total energy = -16577.494 eV

***

No. 6
Computed, not measured: a cluster of 2 separate species, C4H12 in total in a non-equilibrium geometry, with the ωB97M-V functional and the def2-TZVPD basis.

Each atom is followed by the atoms it is bonded to, with distances in Å.
Element x y z (Å)
1 C 1.347 1.711 -1.325  C2 1.507, H3 1.097, H4 1.094, H5 1.088
2 C -0.021 2.280 -1.050  C1 1.507, H6 1.096, H7 1.084, H8 1.095
3 H 2.158 2.444 -1.239  C1 1.097
4 H 1.616 1.011 -0.529  C1 1.094
5 H 1.620 1.220 -2.257  C1 1.088
6 H 0.005 3.225 -0.496  C2 1.096
7 H -0.727 1.721 -0.446  C2 1.084
8 H -0.579 2.510 -1.964  C2 1.095
9 C -1.277 -2.238 0.680  C10 1.532, H11 1.093, H12 1.083, H13 1.085
10 C -0.146 -1.801 1.616  C9 1.532, H14 1.097, H15 1.091, H16 1.092
11 H -1.443 -1.484 -0.093  C9 1.093
12 H -0.969 -3.117 0.128  C9 1.083
13 H -2.185 -2.358 1.263  C9 1.085
14 H 0.669 -2.530 1.714  C10 1.097
15 H 0.398 -0.895 1.346  C10 1.091
16 H -0.466 -1.698 2.655  C10 1.092

Spin multiplicity = 1
Orbital gap = 12.685 eV
SMILES string = CC.CC
Charge = 0
ΔE to the lowest compared entry with this formula, charge and spin = 11.4 kcal per mole
DFT total energy = -4342.033 eV